Below is a 2-piece molecular cluster, C4H5NOS overall, with properties calculated with wB97M-V/def2-TZVPD.

Cartesian coordinates (Å):
N 0.095 -1.157 0.211
H -1.615 -2.580 0.608
C 0.273 0.047 -0.067
H -3.153 -0.695 0.075
O -1.623 2.036 -0.253
C -2.150 -0.699 -0.083
S -1.245 0.695 -0.773
H 3.130 0.038 0.068
C -1.219 -1.592 0.298
H 2.670 1.660 0.890
H 2.235 1.229 -0.982
C 2.603 1.019 0.009

Cartesian forces, eV/Å:
N 1.538 -1.115 0.798
H 1.354 0.461 0.075
C 1.174 -0.017 0.208
H -2.738 -0.111 -0.096
O -0.135 -0.388 -0.243
C 3.813 0.865 0.054
S -0.665 1.012 0.273
H -0.512 0.927 0.087
C -2.542 -0.142 -0.542
H -0.361 0.046 -0.687
H 0.471 0.900 0.098
C -1.396 -2.438 -0.025

Computed properties:
**HOMO-LUMO gap (alpha / beta)**: 8.188 / 7.344 eV
**Net charge**: 0
**Energy relative to the best compared isomer or geometry (same formula, charge and spin)**: 6.528 eV

Here are the natural (NBO) charges for atoms 1 to 5, given in e:
1. N -0.50
2. H 0.22
3. C 0.07
4. H 0.23
5. O -0.93

---

Below is one molecule with the formula C3H7NO2, with properties calculated with wB97M-V/def2-TZVPD.

Cartesian coordinates (Å):
N -0.549 1.199 0.798
H -0.341 -1.421 1.307
C 0.996 0.874 -1.044
H 1.785 0.133 -1.206
O -1.340 0.541 1.735
H 1.475 1.844 -0.869
H -1.305 -1.152 -0.974
C 0.073 -1.162 0.331
H -1.767 1.250 2.229
C 0.126 0.364 0.097
O -0.713 -1.836 -0.643
H 1.078 -1.591 0.250
H 0.481 0.957 -2.011

Cartesian forces, eV/Å:
N 0.424 -0.533 -0.577
H 0.272 0.368 0.020
C 0.245 -0.230 0.000
H 0.000 0.161 0.018
O -0.214 0.114 0.335
H -0.313 -0.215 0.274
H -0.316 -0.389 -0.206
C 0.246 0.086 0.277
H 0.117 0.046 -0.152
C -0.057 -0.191 0.045
O -0.161 0.611 -0.515
H -0.028 0.282 0.093
H -0.216 -0.111 0.387

Computed properties:
**HOMO-LUMO gap**: 10.729 eV
**Net charge**: 0
**Energy relative to the best compared isomer or geometry (same formula, charge and spin)**: 3.044 eV
**SMILES**: C/C(CO)=N/O

Here are the natural (NBO) charges for atoms 1 to 5, given in e:
1. N -0.12
2. H 0.20
3. C -0.66
4. H 0.22
5. O -0.58

---

Below is C37H41CaN16O5 as an isolated structure, with properties calculated with wB97M-V/def2-TZVPD.

Cartesian coordinates (Å):
H 2.142 2.632 -1.158
N 0.912 -3.211 -3.356
N -5.884 -1.823 -2.328
C -4.066 -1.433 -3.394
H -2.692 0.392 -7.392
H -0.192 5.261 -2.027
N 3.030 -1.966 1.155
C 2.312 -0.016 3.662
H 1.237 -1.737 -5.478
C 3.279 2.273 3.639
H -0.630 4.817 2.086
H 0.750 3.077 -2.169
H 3.094 4.260 0.330
H -7.033 -2.601 -0.107
H 6.849 0.797 3.706
H -4.444 -0.250 -5.744
C -0.658 -3.393 1.470
H 4.217 4.177 3.578
N -1.187 -0.326 -0.253
C -4.942 -2.973 -0.352
H 4.869 -1.676 0.051
H 1.304 0.373 3.769
O -3.711 -2.059 -2.248
H 4.929 -0.715 3.755
N -1.592 -3.912 2.271
H -2.851 -5.400 2.894
H -0.496 -3.701 0.447
C -6.218 -3.749 1.523
H -0.316 -0.047 -6.904
H -2.935 0.609 0.309
C -0.704 -0.932 -4.989
N -5.334 -1.271 -3.485
H -0.300 -1.729 4.107
N 1.548 4.648 -1.040
C -0.907 3.548 -0.175
N 0.321 2.739 -0.144
H 2.401 5.892 0.416
C -3.027 -1.045 -4.355
N 1.289 4.398 1.373
C -0.591 -2.423 3.331
Ca 1.048 -0.489 1.116
H 2.747 -2.695 0.506
H 1.283 -0.207 -4.606
C 3.354 -0.306 -0.611
H 3.411 -2.413 1.977
H 1.146 -0.255 -2.043
H 0.512 6.463 -0.927
O -2.414 1.557 2.394
C 4.765 0.359 3.706
C 1.227 3.221 -1.195
C -5.077 -4.338 2.055
N -1.563 -3.296 3.479
H -7.158 -3.816 2.055
C 5.685 2.601 3.636
C 4.365 3.103 3.614
C -2.621 -4.888 1.965
C 2.168 4.834 0.285
O 3.707 -0.435 -1.783
H -2.863 -3.475 -0.352
C 3.406 0.838 3.682
C -3.866 -4.249 1.389
H -2.202 -5.611 1.266
C 0.982 2.980 1.162
H 2.467 -1.081 3.824
H -1.422 -1.779 -3.151
N 0.967 -1.859 -3.440
C 0.039 5.154 1.293
H 2.283 2.701 3.619
N -0.001 -2.445 2.100
H -1.572 3.212 0.624
C 0.970 -3.402 -2.055
H 4.442 -0.414 1.233
H -1.403 3.401 -1.139
C -3.396 -0.436 -5.547
N -2.159 0.091 0.697
C 4.050 -1.114 0.493
O -0.448 0.464 2.163
C -3.804 -3.559 0.182
C 5.844 1.203 3.684
H -1.603 -1.033 -0.844
C -1.078 -0.331 -6.185
N 1.029 -2.265 -1.305
C -4.900 -2.271 -1.639
H 0.304 2.644 1.945
N -0.641 4.982 -0.002
C -2.414 -0.083 -6.459
C 0.764 -1.161 -4.688
C 6.817 3.472 3.626
C 0.290 5.401 -1.056
H 0.974 -4.397 -1.633
C 1.038 -1.318 -2.226
O 2.377 0.430 -0.194
C -1.646 0.773 1.847
H 1.903 2.399 1.213
C -1.689 -1.292 -4.080
C -6.155 -3.068 0.322
N 7.736 4.175 3.619
H -5.129 -4.857 3.006
H 0.254 6.215 1.436
H -0.898 0.466 -0.830

Cartesian forces, eV/Å:
H 0.030 -0.026 0.012
N -0.013 0.224 0.202
N -0.165 0.156 -0.293
C 0.305 0.089 -0.273
H 0.001 -0.015 0.022
H -0.010 -0.007 -0.017
N 0.473 -0.077 -0.540
C -0.081 0.000 -0.143
H 0.031 -0.056 -0.037
C 0.015 -0.088 -0.003
H -0.014 -0.017 0.007
H -0.023 0.010 -0.031
H 0.014 -0.029 -0.006
H 0.035 -0.023 0.029
H -0.011 -0.033 0.008
H 0.052 0.003 -0.008
C -0.022 0.084 -0.016
H -0.034 -0.026 -0.003
N -0.054 0.298 0.088
C 0.024 0.093 -0.174
H 0.101 -0.113 -0.017
H 0.105 0.011 0.125
O 0.364 -0.100 0.155
H 0.018 0.023 0.022
N -0.077 -0.189 0.124
H -0.014 -0.055 0.032
H -0.010 -0.002 0.078
C -0.052 0.022 -0.018
H -0.038 -0.013 0.033
H -0.012 0.092 -0.057
C 0.020 -0.048 0.073
N -0.372 -0.003 0.127
H -0.013 -0.074 -0.085
N -0.028 0.001 0.093
C 0.084 0.028 0.037
N 0.002 0.028 0.063
H 0.006 0.035 -0.006
C -0.154 -0.056 0.111
N 0.016 -0.006 -0.206
C -0.036 0.083 -0.035
Ca 0.387 -1.110 0.674
H 0.080 -0.079 0.047
H 0.051 0.047 -0.024
C 0.007 0.214 0.005
H -0.025 0.101 0.111
H 0.005 -0.089 -0.002
H 0.006 0.007 0.007
O 0.057 -0.042 0.001
C -0.069 0.060 0.030
C -0.039 0.082 0.089
C -0.003 0.003 0.050
N 0.153 0.064 -0.250
H 0.022 0.006 -0.012
C 0.158 0.100 0.005
C 0.037 0.051 -0.010
C -0.062 0.191 -0.044
C -0.119 -0.039 -0.057
O -0.036 0.103 0.075
H -0.038 -0.008 0.037
C 0.053 -0.055 -0.125
C 0.051 0.015 -0.044
H 0.045 -0.021 -0.039
C -0.272 0.045 0.043
H -0.033 0.063 0.045
H 0.012 0.002 -0.049
N 0.008 -0.048 -0.220
C 0.020 -0.056 -0.062
H 0.033 0.015 0.037
N -0.250 -0.474 0.349
H 0.003 0.012 0.007
C -0.080 0.019 0.040
H -0.020 -0.027 0.035
H -0.003 -0.002 -0.040
C -0.047 0.059 -0.117
N -0.016 -0.123 -0.077
C -0.172 0.050 0.012
O -2.064 1.028 0.838
C 0.134 -0.045 -0.003
C 0.000 0.017 -0.015
H 0.039 -0.094 0.004
C 0.068 0.036 -0.026
N 0.052 -0.227 -0.114
C 0.013 -0.186 0.340
H 0.053 -0.001 0.048
N 0.090 -0.034 0.005
C -0.088 0.013 0.000
C -0.074 -0.025 0.098
C -0.203 -0.140 -0.015
C 0.023 -0.064 0.062
H 0.002 0.070 -0.028
C 0.048 0.071 0.101
O 1.433 0.291 -1.481
C 0.230 -0.048 0.161
H 0.041 0.023 -0.054
C 0.076 -0.047 0.080
C -0.156 -0.005 0.066
N -0.074 -0.059 0.004
H 0.002 0.016 -0.036
H 0.009 0.023 -0.005
H -0.023 0.025 -0.028

Computed properties:
**HOMO-LUMO gap**: 4.219 eV
**Net charge**: -1
**Energy relative to the best compared isomer or geometry (same formula, charge and spin)**: 0.872 eV

Here are the Mulliken charges for atoms 1 to 5, given in e:
1. H 0.10
2. N -1.02
3. N -0.54
4. C 0.78
5. H 0.38

---

For reference, max |F| by record: 3.91 0.89 2.45 eV/A.
For reference, DFT total energy by record: -18595.3914 -8807.4852 -91557.5047 eV.